# 1
The following is a DFT calculation (ωB97M-V with the def2-TZVPD basis set) of a molecular structure, C58H45BrKN9O4PS3.

```
122
Properties=species:S:1:pos:R:3:mulliken_charge:R:1
K 0.24 0.18 -0.90 1.445
Br 0.51 -3.45 -3.51 -0.073
C 2.07 -2.38 -3.36 0.173
C 3.07 -2.61 -4.30 -0.805
C 4.24 -1.87 -4.17 -0.545
C 4.34 -0.96 -3.14 -0.792
C 3.26 -0.77 -2.29 1.012
N 2.12 -1.49 -2.39 0.097
C 3.35 0.37 -1.27 -0.304
O 4.43 0.46 -0.68 -0.736
O 2.34 1.09 -1.19 -0.546
H 2.93 -3.33 -5.08 0.444
H 5.06 -2.02 -4.86 0.452
H 5.23 -0.37 -2.97 0.472
N 0.35 -1.93 1.72 1.491
C -0.64 -2.24 2.62 -0.395
C -0.65 -3.56 3.12 -0.900
C -1.57 -3.97 4.05 -0.718
C -2.53 -3.08 4.54 -0.965
C -2.54 -1.79 4.04 0.235
C -1.63 -1.34 3.08 0.395
P -1.73 0.40 2.47 1.701
C -3.48 0.61 1.99 0.238
C -3.86 1.90 1.60 -0.656
C -5.15 2.16 1.15 -0.651
C -6.07 1.12 1.05 -0.727
C -5.69 -0.16 1.41 -0.585
C -4.41 -0.42 1.86 -0.645
C -1.71 1.25 4.13 0.111
C -2.77 1.90 4.74 -0.222
C -2.61 2.57 5.95 -0.729
C -1.37 2.59 6.58 -0.543
C -0.29 1.93 5.98 -0.720
C -0.46 1.28 4.77 -0.382
H 1.18 -2.49 1.77 0.145
H 0.58 -0.96 1.56 -1.066
H 0.10 -4.25 2.75 0.445
H -1.54 -4.99 4.41 0.373
H -3.25 -3.39 5.28 0.418
H -3.28 -1.09 4.41 0.416
H -3.14 2.70 1.63 0.326
H -5.41 3.16 0.84 0.427
H -7.07 1.31 0.68 0.355
H -6.39 -0.99 1.30 0.394
H -4.11 -1.44 2.09 0.387
H -3.75 1.90 4.28 0.401
H -3.45 3.06 6.41 0.414
H -1.24 3.10 7.52 0.381
H 0.68 1.94 6.46 0.427
H 0.39 0.78 4.32 0.385
O -3.91 -0.77 -1.39 -0.771
S -2.52 -1.19 -1.28 0.296
O -1.80 -0.78 -0.08 0.399
N -1.59 -0.81 -2.44 0.682
C -2.01 -0.61 -3.74 -0.376
C -3.15 -1.08 -4.35 -0.630
C -3.43 -0.80 -5.70 -0.978
C -2.59 -0.06 -6.48 -0.889
C -1.39 0.44 -5.90 0.957
C -0.47 1.21 -6.63 -0.725
C 0.66 1.67 -6.03 -1.104
C 0.88 1.34 -4.68 -0.569
N 0.05 0.63 -3.96 0.735
C -1.09 0.17 -4.55 -0.248
C -2.63 -2.96 -1.14 0.252
C -1.53 -3.68 -0.69 -0.269
C -1.62 -5.06 -0.58 -1.116
C -2.79 -5.71 -0.93 -0.615
C -3.89 -4.99 -1.37 -0.805
C -3.81 -3.60 -1.48 -0.465
H -3.86 -1.65 -3.77 0.431
H -4.35 -1.19 -6.13 0.369
H -2.81 0.15 -7.52 0.371
H -0.68 1.43 -7.67 0.388
H 1.39 2.26 -6.57 0.440
H 1.78 1.68 -4.17 0.640
H -0.62 -3.15 -0.40 0.822
H -0.76 -5.62 -0.23 0.484
H -2.85 -6.79 -0.84 0.381
H -4.81 -5.50 -1.63 0.411
H -4.66 -3.02 -1.80 0.458
N 5.29 -0.78 1.85 -0.180
C 5.94 -1.75 1.06 0.139
C 7.18 -1.48 0.51 -0.477
C 7.82 -2.41 -0.28 -0.590
C 7.22 -3.63 -0.55 -0.631
C 5.96 -3.89 -0.02 -0.629
C 5.32 -2.97 0.79 0.654
S 3.75 -3.32 1.49 -0.313
N 3.13 -1.78 1.86 -0.372
C 3.90 -0.78 1.96 -0.145
C 3.33 0.57 2.34 0.252
C 4.03 1.37 3.23 -0.278
C 3.50 2.62 3.55 -1.060
C 2.31 3.00 2.98 -0.537
C 1.67 2.11 2.12 -1.095
N 2.17 0.92 1.81 0.913
H 5.61 0.15 1.60 0.330
H 7.63 -0.51 0.71 0.376
H 8.79 -2.18 -0.70 0.377
H 7.70 -4.36 -1.18 0.381
H 5.46 -4.83 -0.25 0.404
H 4.95 1.03 3.68 0.641
H 4.02 3.26 4.25 0.394
H 1.85 3.96 3.18 0.584
H 0.75 2.37 1.63 0.758
N -1.27 4.59 2.48 -0.274
C -1.17 4.82 1.13 0.273
N -0.57 4.02 0.32 0.225
C -0.55 4.58 -0.96 -1.083
C 0.06 4.00 -2.07 0.309
C -0.01 4.67 -3.29 -0.755
C -0.67 5.89 -3.41 -0.534
C -1.27 6.48 -2.31 -0.514
C -1.20 5.81 -1.09 0.710
S -1.82 6.29 0.46 -0.391
H -1.12 3.64 2.78 -0.095
H -2.00 5.07 2.99 0.313
H 0.58 3.05 -2.01 0.577
H 0.45 4.21 -4.16 0.387
H -0.72 6.38 -4.37 0.380
H -1.79 7.42 -2.40 0.367
```

Energy relative to the best compared isomer or geometry (same formula, charge and spin), kcal per mole: 20.8
Frontier orbital gap, eV: 6.90
Charge: -1
HOMO level, eV: -4.8647


# 2
The following is a DFT calculation (ωB97M-V with the def2-TZVPD basis set) of a molecular structure, C58H45N3O21S.

```
128
Properties=species:S:1:pos:R:3:mulliken_charge:R:1
C -2.34 -2.86 0.99 -0.288
C -2.81 -1.51 0.99 0.072
O -3.10 -0.05 0.78 -0.030
S -4.75 0.14 1.13 0.477
O -4.88 1.67 1.51 -0.613
O -5.75 -0.08 -0.24 -0.376
C -6.48 -1.36 -0.19 -0.079
C -7.45 -1.56 1.11 0.112
N -8.56 -2.54 0.67 -0.581
N -8.18 -0.31 1.58 -0.638
N -6.75 -2.28 2.28 -0.525
H -2.23 -4.01 1.19 0.311
H -5.79 -2.32 -0.25 0.182
H -7.19 -1.43 -1.15 0.173
H -8.02 -3.41 0.42 0.255
H -9.07 -2.15 -0.15 0.280
H -7.52 0.43 1.91 0.313
H -8.75 -0.55 2.44 0.335
H -6.26 -1.58 2.90 0.320
H -5.99 -2.87 1.89 0.299
C -0.70 -3.90 -4.00 -0.338
C -0.22 -3.08 -4.95 -0.193
C -0.06 -1.64 -4.71 0.082
O 0.37 -0.89 -5.57 -0.551
C -0.45 -1.12 -3.38 -0.441
C -0.92 -1.94 -2.43 -0.044
C -1.08 -3.38 -2.67 0.283
O -1.52 -4.13 -1.80 -0.509
H -0.83 -4.96 -4.16 0.510
H 0.06 -3.45 -5.93 0.450
H -0.32 -0.06 -3.21 0.525
H -1.21 -1.57 -1.45 0.228
C -0.56 4.35 -0.64 -0.207
C -0.89 3.28 0.09 -0.350
C -1.83 2.26 -0.44 0.253
O -2.14 1.28 0.23 -0.409
C -2.38 2.48 -1.79 -0.308
C -2.05 3.55 -2.51 -0.515
C -1.12 4.57 -1.99 0.190
O -0.81 5.55 -2.65 -0.575
H 0.12 5.11 -0.27 0.462
H -0.50 3.11 1.08 0.502
H -3.07 1.72 -2.15 0.539
H -2.45 3.72 -3.50 0.433
C 4.12 3.87 3.31 -0.342
C 4.06 4.48 2.12 -0.157
C 2.96 5.40 1.79 -0.126
O 2.90 5.96 0.70 -0.598
C 1.93 5.63 2.83 -0.153
C 1.99 5.03 4.02 -0.624
C 3.09 4.10 4.35 0.270
O 3.15 3.54 5.43 -0.604
H 4.92 3.18 3.57 0.548
H 4.81 4.32 1.35 0.804
H 1.13 6.32 2.57 0.596
H 1.25 5.19 4.78 0.487
C -10.69 -4.60 -2.17 -0.263
C -10.77 -5.91 -1.96 -0.329
C -9.67 -6.82 -2.32 0.357
O -9.74 -8.03 -2.14 -0.550
C -8.46 -6.21 -2.92 -0.319
C -8.37 -4.90 -3.13 -0.370
C -9.48 -3.99 -2.77 0.373
O -9.40 -2.78 -2.95 -0.582
H -11.49 -3.92 -1.91 0.412
H -11.65 -6.37 -1.52 0.409
H -7.66 -6.89 -3.18 0.410
H -7.50 -4.44 -3.57 0.447
C -1.19 -6.51 3.40 -0.265
C -0.05 -7.19 3.54 -0.333
C 1.08 -6.65 4.33 0.356
O 2.12 -7.27 4.46 -0.552
C 0.89 -5.32 4.95 -0.316
C -0.25 -4.64 4.81 -0.416
C -1.38 -5.19 4.03 0.403
O -2.42 -4.57 3.90 -0.543
H -2.03 -6.90 2.83 0.437
H 0.10 -8.17 3.09 0.407
H 1.73 -4.94 5.53 0.407
H -0.40 -3.67 5.26 0.423
C -1.26 -6.41 -6.92 -0.281
C -1.35 -7.73 -6.71 -0.306
C -0.24 -8.64 -7.08 0.343
O -0.32 -9.84 -6.89 -0.548
C 0.96 -8.03 -7.68 -0.344
C 1.05 -6.71 -7.88 -0.461
C -0.06 -5.81 -7.52 0.459
O 0.02 -4.60 -7.71 -0.616
H -2.07 -5.74 -6.66 0.490
H -2.23 -8.19 -6.27 0.404
H 1.77 -8.71 -7.94 0.408
H 1.93 -6.25 -8.32 0.419
C 8.53 2.05 5.25 -0.463
C 8.96 1.05 6.03 -0.331
C 8.11 -0.12 6.32 0.340
O 8.51 -1.03 7.04 -0.551
C 6.77 -0.16 5.70 -0.426
C 6.34 0.83 4.91 -0.327
C 7.19 2.01 4.63 0.577
O 6.79 2.91 3.91 -0.531
H 9.14 2.91 5.03 0.428
H 9.94 1.07 6.49 0.401
H 6.17 -1.03 5.92 0.413
H 5.36 0.82 4.45 0.415
C 6.67 9.18 4.48 -0.402
C 5.37 9.49 4.45 -0.407
C 4.45 8.84 3.49 0.173
O 3.27 9.13 3.45 -0.564
C 5.03 7.84 2.57 -0.068
C 6.33 7.53 2.60 -0.258
C 7.25 8.18 3.56 0.244
O 8.44 7.89 3.59 -0.561
H 7.36 9.65 5.17 0.419
H 4.94 10.22 5.11 0.420
H 4.34 7.38 1.87 0.507
H 6.76 6.80 1.93 0.476
C 6.64 4.94 -2.91 -0.398
C 6.58 5.55 -4.10 -0.406
C 5.48 6.47 -4.43 0.294
O 5.42 7.03 -5.52 -0.560
C 4.46 6.70 -3.39 -0.446
C 4.52 6.10 -2.20 -0.216
C 5.62 5.17 -1.87 0.216
O 5.68 4.62 -0.78 -0.461
H 7.44 4.26 -2.65 0.431
H 7.33 5.39 -4.87 0.396
H 3.66 7.39 -3.65 0.466
H 3.77 6.26 -1.43 0.671
```

Frontier orbital gap, eV: 7.09
Charge: 0
HOMO level, eV: -9.1485


Number 1: F_max 1.3 eV/Å, lowest unoccupied orbital energy 2.035 eV. Number 2: F_max 11.4 eV/Å, lowest unoccupied orbital energy -2.058 eV.